{
  "formula": "C24H37N7O",
  "method": "wB97M-V/def2-TZVPD",
  "smiles": "CC1CCN(CCNC(=O)[C@H]2CCCN(c3ncnc4c3nc3n4CCCCC3)C2)CC1",
  "homo_ev": -7.99,
  "e_above_lowest_kcal_mol": 3.8,
  "symbols": ["C", "C", "C", "C", "N", "C", "C", "N", "C", "O", "C", "C", "C", "C", "N", "C", "N", "C", "N", "C", "C", "N", "C", "N", "C", "C", "C", "C", "C", "C", "C", "C", "H", "H", "H", "H", "H", "H", "H", "H", "H", "H", "H", "H", "H", "H", "H", "H", "H", "H", "H", "H", "H", "H", "H", "H", "H", "H", "H", "H", "H", "H", "H", "H", "H", "H", "H", "H", "H"],
  "coordinates": [[-1.1508, 5.4174, -3.0309], [-0.7691, 3.9429, -3.1089], [-1.9563, 3.0814, -3.5360], [-1.5712, 1.6054, -3.5503], [-1.1286, 1.1971, -2.2298], [-0.9445, -0.2351, -2.1224], [-2.2952, -0.9772, -2.0808], [-2.2677, -2.0569, -1.1197], [-1.7687, -3.2636, -1.4459], [-1.5394, -3.5951, -2.5939], [-1.5546, -4.2563, -0.2915], [-0.2413, -5.0080, -0.5492], [0.9438, -4.0669, -0.3436], [0.9120, -3.4579, 1.0597], [-0.3523, -2.7946, 1.2742], [-0.4690, -1.4669, 1.4179], [-1.7118, -0.9440, 1.4493], [-1.8838, 0.3580, 1.6121], [-0.9672, 1.2904, 1.7494], [0.2697, 0.7899, 1.6971], [0.6082, -0.5651, 1.5422], [1.9770, -0.6822, 1.5236], [2.4374, 0.5314, 1.6549], [1.4476, 1.4697, 1.7632], [1.5877, 2.8905, 1.9239], [2.3390, 3.2535, 3.2045], [3.8486, 3.0320, 3.1105], [4.2711, 1.5659, 3.0159], [3.8760, 0.8898, 1.6973], [-1.5028, -3.6549, 1.1185], [0.0568, 1.9390, -1.8476], [-0.2667, 3.4264, -1.7618], [-1.5028, 5.7726, -3.9968], [-1.9437, 5.5649, -2.3010], [-0.2947, 6.0196, -2.7342], [0.0321, 3.8255, -3.8488], [-2.3035, 3.3771, -4.5278], [-2.7739, 3.2229, -2.8274], [-2.4366, 1.0012, -3.8277], [-0.7801, 1.4352, -4.3054], [-0.3161, -0.6400, -2.9340], [-0.4243, -0.4270, -1.1791], [-3.0735, -0.2734, -1.7806], [-2.5350, -1.4058, -3.0555], [-2.3169, -1.7608, -0.1490], [-2.3887, -4.9657, -0.3393], [-0.2436, -5.3814, -1.5736], [-0.1634, -5.8585, 0.1323], [0.8985, -3.2667, -1.0848], [1.8819, -4.6054, -0.4823], [1.0147, -4.2551, 1.8069], [1.7202, -2.7389, 1.1924], [-2.9132, 0.6910, 1.6267], [0.5713, 3.2909, 1.9493], [2.1090, 3.3056, 1.0531], [2.1546, 4.3087, 3.4150], [1.9301, 2.6714, 4.0333], [4.3124, 3.4636, 4.0006], [4.2370, 3.5746, 2.2444], [3.8434, 1.0042, 3.8491], [5.3581, 1.5186, 3.1089], [4.4404, -0.0342, 1.5699], [4.1126, 1.5555, 0.8617], [-1.4012, -4.4816, 1.8338], [-2.4041, -3.0966, 1.3704], [0.3845, 1.5796, -0.8691], [0.8853, 1.7782, -2.5648], [0.6240, 3.9775, -1.4521], [-1.0408, 3.5678, -1.0061]],
  "atomic_forces_ev_per_a": [[0.157, -0.269, -0.111], [-0.260, 0.159, 0.232], [0.323, -0.150, -0.199], [-0.279, 0.145, 0.050], [0.123, 0.036, -0.032], [-0.143, -0.060, 0.055], [0.170, -0.051, -0.223], [-0.112, 0.124, 0.073], [-0.321, -0.157, 0.504], [0.213, -0.107, -0.392], [0.190, -0.186, -0.027], [-0.007, 0.117, -0.261], [-0.079, -0.176, 0.263], [0.558, -0.076, -0.275], [-0.068, 0.061, 0.050], [-0.094, 0.281, 0.236], [0.139, -0.394, 0.108], [-0.113, 0.329, 0.044], [0.255, 0.558, 0.053], [-0.551, -0.972, -0.113], [-0.210, 0.919, 0.063], [0.525, -0.126, 0.008], [0.137, -0.321, -0.176], [-0.162, -0.320, -0.072], [0.006, 0.523, 0.261], [0.136, 0.091, -0.246], [-0.132, -0.168, 0.266], [0.136, 0.205, -0.178], [0.089, 0.008, 0.210], [-0.495, -0.148, -0.148], [0.004, 0.176, 0.236], [0.230, -0.188, -0.307], [-0.061, 0.107, -0.088], [-0.114, 0.046, 0.099], [0.064, 0.126, 0.040], [0.001, -0.042, 0.005], [-0.056, 0.045, -0.029], [-0.100, 0.031, 0.022], [0.027, -0.028, -0.072], [-0.034, -0.054, 0.010], [0.018, 0.013, 0.050], [-0.007, -0.003, -0.057], [0.028, 0.011, -0.058], [-0.090, 0.102, 0.096], [-0.035, -0.180, -0.088], [0.030, 0.065, 0.005], [-0.023, -0.061, 0.084], [-0.024, -0.039, 0.039], [0.084, 0.062, -0.048], [0.054, 0.031, -0.037], [0.021, 0.040, 0.006], [-0.110, -0.255, 0.043], [-0.104, 0.048, 0.001], [0.125, -0.021, -0.083], [-0.112, 0.013, 0.036], [-0.050, -0.002, 0.027], [-0.077, 0.041, 0.041], [0.036, 0.054, -0.055], [0.060, 0.066, -0.012], [0.053, -0.047, 0.055], [-0.017, -0.047, 0.046], [-0.088, 0.045, -0.086], [0.076, -0.015, -0.046], [-0.061, 0.072, -0.042], [0.099, -0.133, 0.019], [0.041, -0.051, -0.050], [-0.010, -0.014, 0.034], [0.034, 0.067, 0.045], [-0.044, 0.046, 0.098]]
}

=====

{
  "formula": "C24H38BCl2F3O14S3",
  "method": "wB97M-V/def2-TZVPD",
  "smiles": "CCOB(O)C1=C(O)C(=O)C(CCC(F)=C(F)F)=C(/C(Cl)=C(/C)Cl)C1=O.CCOS(C)(=O)=O.CCOS(C)(=O)=O.CCOS(C)(=O)=O",
  "homo_ev": -8.77,
  "symbols": ["C", "C", "O", "B", "O", "C", "C", "O", "C", "O", "C", "C", "C", "C", "F", "C", "F", "F", "C", "C", "Cl", "C", "C", "Cl", "C", "O", "H", "H", "H", "H", "H", "H", "H", "H", "H", "H", "H", "H", "H", "H", "C", "C", "O", "S", "C", "O", "O", "H", "H", "H", "H", "H", "H", "H", "H", "C", "C", "O", "S", "C", "O", "O", "H", "H", "H", "H", "H", "H", "H", "H", "C", "C", "O", "S", "C", "O", "O", "H", "H", "H", "H", "H", "H", "H", "H"],
  "coordinates": [[4.4174, -1.2887, -0.9824], [4.1780, 0.2382, -0.9636], [3.8714, 0.8312, -2.2319], [2.9914, 0.0971, -2.9991], [3.5534, -0.7816, -3.9242], [1.3932, 0.2468, -2.9291], [0.6027, -0.0155, -3.9779], [1.0717, -0.4289, -5.1983], [-0.9287, 0.1330, -3.9210], [-1.5723, 0.0517, -4.9177], [-1.6116, 0.3365, -2.5878], [-3.1362, 0.2095, -2.5313], [-3.4442, -1.2503, -1.9929], [-4.9070, -1.4740, -1.6833], [-5.5173, -0.6543, -0.8095], [-5.5312, -2.5107, -2.2557], [-6.2361, -3.3718, -1.5401], [-5.4176, -2.7159, -3.5519], [-0.8479, 0.6195, -1.5268], [-1.5199, 0.8611, -0.1966], [-1.5856, -0.3415, 1.0835], [-2.1181, 2.0232, 0.0179], [-2.8707, 2.3912, 1.2811], [-2.0492, 3.2609, -1.2593], [0.6731, 0.7392, -1.6816], [1.2390, 1.2725, -0.7818], [3.4870, -1.9021, -0.8703], [5.0545, -1.5408, -0.1113], [4.9904, -1.6397, -1.8609], [3.4490, 0.4501, -0.1625], [5.1299, 0.6946, -0.6313], [3.0228, -1.5950, -3.8984], [1.5211, 0.3456, -5.5716], [-3.5992, 0.9884, -1.9135], [-3.5378, 0.2441, -3.5587], [-3.1142, -1.9260, -2.8010], [-2.8102, -1.3726, -1.0954], [-3.4326, 3.3259, 1.0963], [-3.6423, 1.6500, 1.5535], [-2.1914, 2.6030, 2.1218], [-7.7252, 2.2269, -2.8711], [-6.5341, 2.9646, -2.2905], [-6.9260, 3.9924, -1.3633], [-7.4566, 3.5448, 0.0765], [-7.4659, 5.1423, 0.8235], [-6.4567, 2.7343, 0.7032], [-8.8095, 3.0959, -0.0409], [-8.2553, 1.6643, -2.1028], [-7.4023, 1.5225, -3.6391], [-8.4368, 2.9297, -3.3067], [-5.8359, 2.2729, -1.8123], [-5.9928, 3.4645, -3.0934], [-6.4445, 5.5094, 0.8900], [-7.8940, 5.0328, 1.8179], [-8.0831, 5.8070, 0.2237], [4.5374, 1.6787, 4.3952], [5.9741, 2.1660, 4.3926], [6.8964, 1.1439, 3.9752], [6.9379, 0.7539, 2.4263], [8.3887, -0.2469, 2.4808], [7.2084, 1.9281, 1.6563], [5.8196, -0.0931, 2.1294], [4.1957, 1.4477, 3.3863], [3.8748, 2.4412, 4.8063], [4.4426, 0.7663, 4.9862], [6.0890, 3.0544, 3.7678], [6.2619, 2.4455, 5.4056], [9.2410, 0.3775, 2.7371], [8.5212, -0.6802, 1.4911], [8.2451, -1.0353, 3.2162], [0.6458, -5.9766, 2.3604], [0.7765, -4.4940, 2.6542], [2.1357, -4.1080, 2.9173], [3.1532, -4.0376, 1.6849], [4.4821, -3.2455, 2.5307], [2.6313, -3.1368, 0.6985], [3.5694, -5.3642, 1.3452], [1.1526, -6.2425, 1.4330], [-0.4038, -6.2565, 2.2605], [1.0991, -6.5673, 3.1575], [0.3649, -3.8917, 1.8409], [0.2084, -4.2532, 3.5524], [4.1728, -2.2450, 2.8240], [5.3210, -3.1928, 1.8397], [4.7509, -3.8437, 3.3985]],
  "atomic_forces_ev_per_a": [[-0.038, -0.503, 0.042], [1.404, -0.476, 1.000], [-1.065, -0.478, 0.020], [0.745, 0.150, -0.216], [-0.607, -0.077, 1.138], [-0.444, 0.065, 0.672], [-0.540, -0.091, 0.049], [-0.410, 0.743, 0.265], [0.691, -0.167, 1.343], [-0.637, -0.095, -1.337], [-0.265, 0.242, -0.173], [0.610, -0.989, -0.514], [-0.320, 2.263, -0.865], [1.236, 0.013, -1.244], [0.423, -0.793, 1.054], [0.200, 1.064, 1.469], [-1.217, 0.112, -1.133], [0.378, -1.532, 0.189], [0.094, -1.198, -0.073], [0.670, 0.442, -0.721], [0.338, 0.241, -0.704], [-0.420, 0.549, 0.597], [-0.565, 0.947, -0.430], [-0.110, -0.434, 0.822], [-1.205, -0.440, -0.679], [1.186, 0.599, 1.158], [0.787, 0.673, -0.319], [-0.455, 0.211, -0.238], [-0.365, 0.376, 0.243], [-0.045, 0.220, -0.694], [-0.503, 0.004, -0.294], [0.052, 0.298, -0.760], [0.170, -0.511, -0.209], [0.223, -0.305, -0.139], [0.174, 0.273, 0.456], [-0.214, -0.046, 0.631], [-0.609, -0.436, -0.231], [0.299, -0.424, 0.063], [0.614, 0.088, -0.097], [-0.159, -0.369, -0.287], [-0.232, -0.061, 0.211], [0.081, -0.641, -0.511], [-0.055, 0.177, 0.324], [0.068, 0.606, -0.285], [0.095, 0.102, -0.060], [-0.102, -0.231, -0.020], [0.121, -0.239, 0.133], [0.044, -0.008, -0.021], [0.096, 0.088, -0.014], [0.071, -0.008, -0.056], [-0.068, 0.088, 0.166], [-0.008, 0.266, 0.225], [-0.022, -0.026, -0.029], [0.000, -0.105, -0.035], [0.008, -0.050, -0.009], [-0.063, -0.204, -0.248], [-0.664, 0.493, 0.173], [0.215, -0.215, -0.220], [0.474, -0.220, 0.486], [0.061, -0.016, 0.122], [-0.358, -0.026, -0.074], [-0.040, 0.188, -0.192], [0.001, 0.052, 0.022], [0.102, 0.024, 0.063], [0.008, 0.074, 0.065], [0.106, -0.132, -0.112], [0.282, -0.196, -0.080], [-0.046, 0.005, 0.003], [-0.082, 0.073, -0.021], [-0.023, 0.035, -0.009], [0.220, -0.118, -0.171], [-0.685, -0.355, -0.217], [0.288, 0.141, -0.078], [0.333, 0.319, 0.712], [-0.096, 0.075, 0.173], [-0.280, -0.568, 0.049], [-0.202, 0.079, -0.338], [-0.033, 0.022, 0.014], [-0.013, 0.094, 0.085], [-0.076, 0.032, 0.026], [0.187, 0.053, -0.019], [0.289, 0.164, 0.080], [0.031, -0.009, -0.057], [-0.086, -0.004, -0.069], [-0.042, -0.029, -0.041]]
}

=====

{
  "formula": "C24H38BF12N2O10S2",
  "method": "wB97M-V/def2-TZVPD",
  "total_charge": -1,
  "homo_ev": -2.38,
  "symbols": ["C", "C", "N", "C", "C", "C", "S", "S", "C", "C", "C", "N", "B", "O", "O", "H", "H", "H", "H", "H", "H", "H", "H", "H", "H", "H", "H", "H", "H", "H", "H", "H", "H", "C", "C", "O", "C", "O", "C", "F", "F", "F", "H", "H", "H", "H", "H", "C", "C", "O", "C", "O", "C", "F", "F", "F", "H", "H", "H", "H", "H", "C", "C", "O", "C", "O", "C", "F", "F", "F", "H", "H", "H", "H", "H", "C", "C", "O", "C", "O", "C", "F", "F", "F", "H", "H", "H", "H", "H"],
  "coordinates": [[3.7397, 1.1474, 3.1409], [2.4119, 0.9346, 2.4256], [1.6057, 2.1557, 2.3636], [2.3229, 3.3094, 1.7944], [2.9525, 4.2489, 2.8332], [0.2749, 2.0383, 1.9311], [-0.8171, 3.2209, 2.1881], [-0.0680, 0.5422, 1.1036], [-1.8289, 0.5602, 0.7467], [-2.7803, 0.0904, 1.8607], [-3.7435, 1.1705, 2.3932], [-4.9165, 0.5668, 2.9521], [-5.9666, 1.4209, 3.2320], [-6.6885, 1.3699, 4.4615], [-6.4347, 2.4482, 2.3640], [3.6163, 1.7933, 4.0096], [4.4950, 1.5903, 2.4921], [4.1130, 0.1849, 3.4915], [1.8335, 0.1916, 2.9739], [2.5979, 0.5233, 1.4238], [3.0828, 2.9307, 1.1011], [1.6019, 3.8691, 1.2043], [4.0406, 4.2826, 2.7505], [2.5706, 5.2627, 2.7239], [2.7137, 3.8999, 3.8358], [-1.8662, -0.1259, -0.1048], [-2.1009, 1.5497, 0.3787], [-3.4063, -0.7224, 1.4874], [-2.1924, -0.3198, 2.6863], [-3.9443, 1.8676, 1.5536], [-3.1840, 1.7472, 3.1516], [-6.0741, 0.8639, 5.0058], [-7.0933, 2.9753, 2.8243], [-4.6180, -1.8566, 9.2459], [-4.2959, -0.3793, 9.2285], [-3.0288, -0.1303, 8.5815], [-3.0814, -0.0791, 7.2483], [-4.0408, -0.2428, 6.5655], [-1.6718, 0.2494, 6.6956], [-0.7405, -0.4653, 7.3620], [-1.3924, 1.5464, 6.8772], [-1.5679, -0.0439, 5.4126], [-3.8171, -2.4171, 9.7291], [-5.5435, -2.0238, 9.7980], [-4.7501, -2.2326, 8.2326], [-4.1692, 0.0182, 10.2334], [-5.0708, 0.1893, 8.7160], [4.8645, -4.6813, 2.0288], [4.6064, -4.2795, 0.5958], [4.8376, -2.8603, 0.4109], [6.0853, -2.4882, 0.2009], [7.0595, -3.1777, 0.1264], [6.1324, -0.9520, 0.0078], [5.3660, -0.3274, 0.9003], [5.6786, -0.6448, -1.2229], [7.3766, -0.5000, 0.1164], [4.2484, -4.0913, 2.7068], [4.6153, -5.7340, 2.1617], [5.9124, -4.5391, 2.2904], [3.5644, -4.4173, 0.3189], [5.2379, -4.8293, -0.1007], [4.0430, 0.5245, -3.7689], [3.9760, -0.6939, -4.6567], [2.7411, -0.7350, -5.4203], [2.7293, -0.0235, -6.5297], [3.6006, 0.6620, -6.9773], [1.3923, -0.2373, -7.2804], [0.3350, -0.2092, -6.4647], [1.4152, -1.4372, -7.8882], [1.2271, 0.6971, -8.2129], [3.1910, 0.5602, -3.0903], [4.9576, 0.4867, -3.1829], [4.0555, 1.4382, -4.3622], [3.9623, -1.6140, -4.0774], [4.8105, -0.7286, -5.3557], [-1.7414, -0.9303, -9.6171], [-2.3673, -0.3478, -8.3709], [-3.6268, 0.2988, -8.6859], [-4.6788, -0.4934, -8.7753], [-4.7195, -1.6795, -8.6323], [-5.9440, 0.3482, -9.0776], [-5.7060, 1.2723, -10.0168], [-6.3481, 0.9751, -7.9665], [-6.9298, -0.4365, -9.5037], [-1.6091, -0.1567, -10.3737], [-0.7659, -1.3516, -9.3765], [-2.3659, -1.7216, -10.0301], [-1.7573, 0.4425, -7.9432], [-2.5412, -1.1078, -7.6109]],
  "atomic_forces_ev_per_a": [[-0.046, 0.056, 0.084], [-0.009, -0.023, 0.107], [-0.007, -0.275, -0.662], [-0.108, 0.230, 0.195], [0.116, -0.134, 0.034], [0.267, -0.051, 0.410], [-0.063, 0.307, -0.190], [0.114, -0.143, 0.069], [-0.281, -0.091, -0.107], [0.167, 0.051, 0.068], [-0.249, -0.473, -0.233], [0.269, 0.439, 0.584], [0.184, -0.132, -0.395], [-0.050, -0.053, 0.050], [-0.103, 0.162, 0.078], [-0.032, -0.057, 0.038], [0.002, 0.042, 0.021], [0.088, -0.001, -0.068], [-0.039, 0.016, -0.034], [0.036, 0.008, -0.018], [0.007, -0.035, 0.020], [0.001, -0.021, -0.006], [-0.001, 0.013, -0.026], [-0.021, 0.008, 0.035], [-0.086, 0.092, 0.013], [-0.010, 0.031, -0.015], [0.079, 0.045, 0.050], [-0.014, 0.023, -0.062], [-0.089, -0.066, 0.027], [0.018, 0.056, 0.016], [0.057, 0.154, -0.138], [-0.190, -0.184, 0.044], [0.017, -0.018, 0.025], [0.059, -0.021, -0.038], [-0.076, 0.027, 0.054], [-0.037, 0.080, -0.003], [0.092, 0.005, -0.002], [0.003, 0.008, -0.046], [0.054, -0.197, 0.073], [0.019, 0.062, -0.044], [-0.035, -0.025, -0.024], [-0.101, 0.088, 0.039], [-0.014, 0.001, 0.020], [-0.003, 0.001, 0.003], [-0.022, 0.011, 0.001], [0.034, -0.015, -0.001], [0.018, -0.006, -0.031], [0.025, 0.073, 0.022], [-0.035, -0.111, -0.026], [-0.011, -0.011, -0.024], [0.014, 0.115, -0.015], [-0.018, -0.023, 0.017], [-0.032, -0.128, -0.020], [0.063, 0.056, -0.035], [0.051, -0.025, 0.101], [-0.047, -0.008, -0.008], [-0.019, -0.021, -0.001], [-0.002, -0.004, 0.003], [0.004, -0.020, -0.014], [-0.007, 0.038, 0.015], [0.031, 0.032, 0.008], [-0.153, 0.111, -0.125], [0.153, -0.081, 0.072], [0.014, 0.012, -0.007], [-0.099, 0.005, -0.068], [0.016, -0.001, 0.030], [0.059, 0.005, 0.007], [0.064, -0.004, -0.001], [-0.020, 0.041, 0.016], [-0.020, -0.050, 0.020], [0.031, -0.033, 0.034], [0.021, 0.014, 0.038], [0.009, -0.016, -0.016], [-0.066, 0.007, 0.001], [-0.023, 0.024, -0.024], [-0.074, 0.018, -0.049], [0.121, -0.044, 0.038], [-0.013, 0.000, 0.050], [-0.095, 0.050, -0.051], [0.029, -0.006, -0.005], [0.069, -0.051, -0.004], [-0.025, -0.031, 0.028], [-0.004, -0.001, -0.037], [0.016, 0.043, 0.025], [0.035, 0.004, 0.013], [0.004, 0.000, 0.004], [0.011, -0.016, 0.021], [-0.039, 0.046, -0.027], [-0.056, -0.005, -0.020]]
}